Here is an isolated ion of composition C7H11BrNO and charge +1 from the Open Molecules 2025 dataset. Energies are from the ωB97M-V functional and the def2-TZVPD basis.

Last columns: bonded neighbours and bond lengths (Å).
CARTESIAN COORDINATES (ANGSTROEM)
1 C -2.33917 -0.43387 0.83834  C2 1.477, H11 1.028, H12 1.135, H13 1.215
2 C -1.16947 -0.64691 -0.03871  C1 1.477, N3 1.559, C4 1.342
3 N -1.15562 -1.96654 -0.86839  C2 1.559, H14 1.028, H15 1.029, H16 1.025
4 C -0.38753 0.29936 -0.58075  C2 1.342, C5 1.478, H17 1.004
5 C -0.25328 1.65836 -0.01670  C4 1.478, C6 1.334, H18 1.048
6 C 0.95738 2.21720 -0.05721  C5 1.334, C7 1.453, H19 1.123
7 C 2.20122 1.52470 -0.34744  C6 1.453, C8 1.345, H20 1.048
8 C 2.42473 0.29324 0.14626  C7 1.345, O9 1.329, Br10 2.002
9 O 1.59827 -0.35163 0.96327  C8 1.329, H21 0.944
10 Br 4.21226 -0.54522 -0.18736  C8 2.002
11 H -3.22090 -0.77754 0.43771  C1 1.028
12 H -2.27542 0.61986 1.25641  C1 1.135
13 H -2.21954 -1.14715 1.81447  C1 1.215
14 H -2.12318 -2.26989 -1.03580  N3 1.028
15 H -0.89938 -2.72635 -0.22321  N3 1.029
16 H -0.44409 -1.89851 -1.60253  N3 1.025
17 H 0.22256 -0.03399 -1.30527  C4 1.004
18 H -0.98497 2.26766 0.42174  C5 1.048
19 H 0.88847 3.30390 0.21692  C6 1.123
20 H 3.07549 1.86120 -0.81812  C7 1.048
21 H 1.89216 -1.24790 0.98639  O9 0.944

Output
Total charge ... +1
Kohn-Sham gap ... 8.250 eV
Calculated total energy ... -81007.7124 eV
Lowest unoccupied orbital energy ... -3.74 eV
Highest occupied orbital energy ... -0.441 Ha